This record from OMol25 describes a cluster of 2 separate species, CH3NO2S in total. The level of theory is wB97M-V/def2-TZVPD.

Results
- spin multiplicity = 1
- E_LUMO (spin up / spin down) (eV) = -1.084 / -1.619
- max |F| (eV/Å) = 5.252
- HOMO energy (spin up / spin down) (eV) = -9.203 / -8.873
- relative energy (zero: lowest compared OMol25 entry of this formula, charge and spin) (kcal per mole) = 108.3
- DFT total energy (a.u.) = -643.14154
- gap between HOMO and LUMO (spin up / spin down) (eV) = 8.118 / 7.255

Each line ends with the Löwdin charge.
Atoms and positions in Å:
C  0.36  -0.33  -0.90  -0.5570
N  3.25  0.34  0.16  -0.3597
O  3.21  1.10  1.00  0.1549
O  3.94  -0.06  -0.70  0.0942
S  1.33  -1.46  0.10  0.5833
H  0.55  0.61  -0.40  -0.0001
H  -0.77  -0.62  -0.89  0.0681
H  0.64  -0.32  -1.96  0.0163

This record from OMol25 describes a structure of composition C40H45BrCoN4OSSi. The level of theory is wB97M-V/def2-TZVPD.

Results
- spin multiplicity = 2
- E_LUMO (spin up / spin down) (eV) = -1.091 / -0.910
- max |F| (eV/Å) = 3.013
- HOMO energy (spin up / spin down) (eV) = -6.728 / -6.534
- relative energy (zero: lowest compared OMol25 entry of this formula, charge and spin) (kcal per mole) = 4.2
- DFT total energy (a.u.) = -6489.98144
- gap between HOMO and LUMO (spin up / spin down) (eV) = 5.637 / 5.623

Each line ends with the Löwdin charge.
Atoms and positions in Å:
Co  -0.88  0.69  0.93  0.1371
C  -2.96  2.01  4.55  -0.0105
C  -2.33  1.27  3.40  -0.2558
N  -2.15  1.79  2.20  0.0222
N  -2.61  3.04  1.93  -0.0057
C  -2.25  3.71  0.82  -0.8166
N  -2.78  4.96  0.66  0.0786
S  -1.28  3.04  -0.36  0.8034
C  -1.88  -0.06  3.58  -0.2481
C  -2.12  -0.80  4.76  -0.0078
C  -1.67  -2.09  4.87  -0.0481
C  -0.98  -2.66  3.79  -0.0206
C  -0.79  -1.90  2.66  -0.0992
N  -1.22  -0.65  2.53  0.0274
H  -2.96  3.09  4.40  0.0698
H  -2.38  1.83  5.46  0.0886
H  -3.99  1.69  4.72  0.1017
H  -3.23  3.50  2.59  0.1415
H  -3.00  5.51  1.48  0.0974
H  -2.35  5.48  -0.09  0.0855
H  -2.67  -0.35  5.57  0.1056
H  -1.85  -2.67  5.76  0.1111
H  -0.61  -3.67  3.84  0.1106
H  -0.28  -2.32  1.81  0.1011
C  6.61  2.09  1.57  -0.0502
C  6.16  0.84  0.80  -0.5629
C  6.40  -0.41  1.64  -0.0469
C  7.03  0.73  -0.46  -0.0661
C  4.68  0.95  0.49  -0.1892
C  3.77  1.15  1.52  -0.0993
C  2.42  1.13  1.24  -0.5189
Br  1.19  1.52  2.66  0.8666
C  1.87  0.90  -0.03  -0.3914
O  0.60  0.70  -0.22  -0.2868
C  2.82  0.89  -1.10  -0.0832
C  4.16  0.88  -0.80  0.0207
C  2.33  0.89  -2.55  -0.5235
C  1.57  -0.40  -2.84  -0.0382
C  1.42  2.11  -2.76  -0.0345
C  3.47  1.01  -3.56  -0.0665
H  7.68  2.06  1.74  0.0798
H  6.12  2.16  2.54  0.0720
H  6.37  2.99  1.00  0.0899
H  7.46  -0.49  1.91  0.0805
H  6.13  -1.30  1.08  0.0876
H  5.81  -0.40  2.56  0.0763
H  8.07  0.68  -0.16  0.0814
H  6.90  1.59  -1.11  0.0861
H  6.79  -0.17  -1.02  0.0845
H  4.09  1.29  2.54  0.0971
H  4.86  0.81  -1.62  0.0835
H  0.68  -0.45  -2.23  0.0419
H  2.20  -1.26  -2.63  0.0939
H  1.28  -0.43  -3.89  0.0835
H  0.55  2.08  -2.10  0.0226
H  1.06  2.13  -3.79  0.0855
H  1.97  3.02  -2.56  0.0919
H  4.11  0.13  -3.55  0.0832
H  4.08  1.89  -3.38  0.0852
H  3.04  1.09  -4.56  0.0827
C  -6.56  -1.94  0.46  -0.0976
C  -5.65  -1.85  1.50  -0.0934
C  -4.36  -1.41  1.26  -0.1031
C  -3.95  -1.04  -0.02  -0.2688
C  -4.88  -1.12  -1.05  -0.1027
C  -6.17  -1.57  -0.82  -0.0835
Si  -2.12  -0.64  -0.46  0.8023
C  -2.24  -0.06  -2.29  -0.2795
C  -1.64  -0.81  -3.30  -0.1109
C  -1.77  -0.45  -4.63  -0.0866
C  -2.51  0.67  -4.98  -0.0915
C  -3.12  1.42  -3.98  -0.0882
C  -2.98  1.06  -2.65  -0.1492
C  -1.34  -2.41  -0.60  -0.2744
C  -2.16  -3.52  -0.79  -0.0859
C  -1.63  -4.79  -0.91  -0.0841
C  -0.25  -4.98  -0.85  -0.0939
C  0.58  -3.88  -0.66  -0.0836
C  0.03  -2.62  -0.53  -0.1390
H  -7.56  -2.30  0.63  0.0975
H  -5.95  -2.14  2.50  0.0967
H  -3.67  -1.36  2.08  0.0777
H  -4.59  -0.85  -2.05  0.0918
H  -6.87  -1.63  -1.64  0.1014
H  -1.09  -1.70  -3.05  0.0936
H  -1.30  -1.06  -5.39  0.1017
H  -2.61  0.95  -6.02  0.0974
H  -3.71  2.28  -4.24  0.0984
H  -3.47  1.65  -1.89  0.0856
H  -3.23  -3.38  -0.84  0.0962
H  -2.28  -5.63  -1.06  0.0989
H  0.17  -5.97  -0.93  0.0975
H  1.65  -4.02  -0.62  0.1030
H  0.69  -1.77  -0.38  0.0884

This record from OMol25 describes a cluster of 2 separate species, H2O2Si2 in total. The level of theory is wB97M-V/def2-TZVPD.

Results
- spin multiplicity = 1
- E_LUMO (eV) = -1.029
- max |F| (eV/Å) = 3.445
- HOMO energy (eV) = -10.745
- relative energy (zero: lowest compared OMol25 entry of this formula, charge and spin) (kcal per mole) = 35.2
- DFT total energy (a.u.) = -730.62737
- gap between HOMO and LUMO (eV) = 9.715

Each line ends with the Löwdin charge.
Atoms and positions in Å:
O  -1.82  1.58  2.03  -0.5406
O  -0.75  -0.19  -1.44  -0.5009
Si  0.67  -0.36  -0.91  0.4562
Si  -0.93  0.47  1.63  0.7095
H  1.74  0.40  -0.28  -0.0879
H  1.09  -1.90  -1.03  -0.0363

This record from OMol25 describes an isolated molecule of C3H6N2O. The level of theory is wB97M-V/def2-TZVPD.

Results
- spin multiplicity = 1
- E_LUMO (eV) = 0.849
- max |F| (eV/Å) = 5.230
- HOMO energy (eV) = -9.640
- relative energy (zero: lowest compared OMol25 entry of this formula, charge and spin) (kcal per mole) = 43.4
- DFT total energy (a.u.) = -302.62388
- gap between HOMO and LUMO (eV) = 10.489
- SMILES string = N[C@@H]1CNC1=O

Each line ends with the Löwdin charge.
Atoms and positions in Å:
N  -1.53  -0.84  -0.40  0.0359
C  -0.41  -0.29  0.30  -0.3251
C  -0.01  1.15  -0.05  -0.1749
N  1.31  0.70  -0.29  0.0466
C  1.05  -0.61  -0.07  -0.4700
O  1.67  -1.66  -0.04  0.0522
H  -1.19  -1.78  -0.77  0.1079
H  -2.24  -0.99  0.34  0.0889
H  -0.53  -0.40  1.44  0.1703
H  -0.04  1.85  0.83  0.1192
H  -0.39  1.64  -0.97  0.1223
H  2.32  1.24  -0.31  0.2266

This record from OMol25 describes a cluster of 2 separate species, C4H12N2O in total. The level of theory is wB97M-V/def2-TZVPD.

Results
- spin multiplicity = 1
- E_LUMO (eV) = 0.819
- max |F| (eV/Å) = 0.955
- HOMO energy (eV) = -8.255
- relative energy (zero: lowest compared OMol25 entry of this formula, charge and spin) (kcal per mole) = 31.5
- DFT total energy (a.u.) = -344.33475
- gap between HOMO and LUMO (eV) = 9.074
- SMILES string = C=C(N)CCN.O

Each line ends with the Löwdin charge.
Atoms and positions in Å:
C  -0.51  -1.29  1.79  0.0219
C  0.35  -0.39  1.33  -0.4397
N  1.68  -0.73  1.08  0.0794
C  -0.09  0.99  0.85  -0.1529
C  0.56  1.37  -0.47  -0.2726
N  0.10  0.41  -1.50  0.0017
H  -0.20  -2.32  1.87  0.0524
H  -1.53  -0.98  1.90  0.0533
H  2.34  0.03  1.02  0.0757
H  2.01  -1.50  1.63  0.0887
H  0.04  1.68  1.68  0.1173
H  -1.16  0.90  0.65  0.1083
H  1.65  1.32  -0.39  0.0895
H  0.35  2.37  -0.81  0.1102
H  0.71  -0.40  -1.43  0.0731
H  0.24  0.84  -2.41  0.0791
O  -2.56  -0.75  -2.22  -0.0892
H  -2.11  -1.29  -2.87  0.0204
H  -1.90  -0.27  -1.70  -0.0165

This record from OMol25 describes an isolated molecule of C14H15N3O2S. The level of theory is wB97M-V/def2-TZVPD.

Results
- spin multiplicity = 1
- E_LUMO (eV) = 0.237
- max |F| (eV/Å) = 0.987
- HOMO energy (eV) = -8.666
- relative energy (zero: lowest compared OMol25 entry of this formula, charge and spin) (kcal per mole) = 83.1
- DFT total energy (a.u.) = -1255.34567
- gap between HOMO and LUMO (eV) = 8.903
- SMILES string = C=CC/N=C(\NC#N)SCC(=O)c1cccc(OC)c1

Each line ends with the Löwdin charge.
Atoms and positions in Å:
C  -0.77  -0.76  -2.91  0.0146
C  0.52  -0.65  -2.66  -0.1564
C  1.10  0.30  -1.66  -0.1866
N  1.68  -0.42  -0.56  0.0267
C  2.86  -0.84  -0.46  -0.6217
N  3.93  -0.77  -1.34  0.0663
C  3.90  -0.36  -2.60  -0.3143
N  3.92  -0.03  -3.70  0.1763
S  3.30  -1.63  1.04  0.9966
C  1.68  -1.50  1.83  -0.3550
C  1.02  -0.16  1.49  -0.4889
O  1.58  0.89  1.77  0.0543
C  -0.43  -0.21  1.17  -0.1679
C  -1.05  -1.27  0.52  -0.0569
C  -2.41  -1.21  0.26  -0.0785
C  -3.16  -0.12  0.64  -0.0001
C  -2.55  0.96  1.28  -0.2645
O  -3.36  2.00  1.61  -0.0810
C  -2.79  3.12  2.25  -0.0835
C  -1.18  0.91  1.54  0.0464
H  -1.15  -1.46  -3.64  0.0556
H  -1.50  -0.16  -2.40  0.0568
H  1.24  -1.27  -3.18  0.0926
H  0.30  0.92  -1.23  0.1211
H  1.83  0.95  -2.15  0.1131
H  4.82  -1.11  -1.00  0.1372
H  1.86  -1.53  2.91  0.0943
H  1.08  -2.35  1.54  0.0681
H  -0.49  -2.12  0.17  0.1087
H  -2.90  -2.04  -0.25  0.1085
H  -4.22  -0.07  0.45  0.1179
H  -3.61  3.82  2.41  0.0929
H  -2.03  3.60  1.63  0.0976
H  -2.35  2.85  3.22  0.0971
H  -0.66  1.72  2.02  0.1130